ORCA calculation (wB97M-V/def2-TZVPD) on a cluster of 3 separate species, C4H10O2 in total.

Element x y z (Å)
C 1.1396 -1.3617 -1.7687
O 1.3417 -0.2813 -0.8759
C 0.3552 0.6426 -0.8413
C 0.3520 1.6512 0.0276
C -0.6480 0.5050 2.4161
O -1.6671 -0.1270 2.2897
H 0.8677 -1.0053 -2.7705
H 2.0881 -1.8985 -1.8257
H 0.3582 -2.0403 -1.4042
H -1.5410 -1.1866 -0.3432
H -0.4389 0.5150 -1.5782
H 1.1645 1.7772 0.7371
H -0.4578 2.3712 0.0202
H 0.3448 0.0281 2.3395
H -0.6511 1.5910 2.6366
H -1.6384 -1.0829 0.3885

Forces on atoms 1 to 3 (eV/Å):
C -0.012 -0.232 -0.187
O 0.019 0.130 0.094
C -0.117 0.305 0.076

The SMILES is [H][H].C=COC.C=O. The calculation puts the total energy at -8402.0157 eV. The molar mass is 90.12 g/mol. The calculation puts the lowest unoccupied orbital energy at 0.96 eV. As for the HOMO energy: -8.998 eV.


ORCA calculation (wB97M-V/def2-TZVPD) on the ion C4H10O2PS with charge -1 at a distorted geometry.

Element x y z (Å)
C -2.0165 -0.0229 1.7324
C 1.5085 1.6131 -1.0895
C -1.1061 0.1805 0.5623
C 1.4480 0.1387 -0.7981
O -0.4511 -1.8188 -1.6783
O 1.1565 -3.2170 0.1481
P 0.7341 -0.2797 0.9328
S 0.0351 -2.2996 0.1635
H -2.0204 -1.1715 2.0773
H -1.8590 0.6587 2.6355
H -2.9883 0.1222 1.4443
H 2.0642 1.8990 -2.0268
H 0.5284 1.8949 -1.1849
H 2.1244 2.1300 -0.2961
H -0.9921 1.2051 0.1536
H -1.3839 -0.5250 -0.2400
H 2.4002 -0.1908 -0.9723
H 0.8179 -0.3170 -1.5637

Forces on atoms 1 to 3 (eV/Å):
C 1.668 -1.680 2.707
C 3.337 0.449 0.431
C 1.886 0.201 -0.323

The SMILES is CCP(CC)#S(=O)[O-]. The calculation puts the total energy at -28527.0623 eV. The molar mass is 153.16 g/mol. The total charge is -1. The calculation puts the lowest unoccupied orbital energy at 3.81 eV. As for the HOMO energy: -3.509 eV.


ORCA calculation (wB97M-V/def2-TZVPD) on a cluster of 2 separate species, C4H10O2S in total at a distorted geometry.

Element x y z (Å)
O 2.8008 -0.5546 0.0889
C 2.2132 -1.3884 0.8191
C 0.9729 -1.0598 1.4819
C -0.1667 -1.2349 0.4622
C -1.5517 -1.1494 1.0492
S -2.8700 -1.3298 -0.2207
H 2.5434 -2.4622 0.7134
H 0.8663 -0.0861 1.9702
H 0.5900 -1.6132 2.3727
H -0.1412 -0.3531 -0.2208
H -0.1310 -2.0725 -0.2605
H -1.5946 -0.2022 1.6035
H -1.6929 -2.0644 1.7184
H -2.3828 -0.5988 -1.2489
H 0.8417 4.9989 -3.2561
H -0.2179 5.8619 -3.9249
O -0.0796 5.3086 -3.1477

Forces on atoms 1 to 3 (eV/Å):
O -1.359 -2.074 2.284
C 2.790 1.254 -3.291
C -3.185 -0.202 2.243

The SMILES is O=CCCCS.O. The calculation puts the total energy at -19239.0889 eV. The molar mass is 122.19 g/mol. The calculation puts the lowest unoccupied orbital energy at 0.78 eV. As for the HOMO energy: -9.329 eV.


ORCA calculation (wB97M-V/def2-TZVPD) on a structure of composition C4H10O2S at a distorted geometry.

Element x y z (Å)
C 2.2004 -1.0732 0.6956
C 0.3322 -0.1176 -0.6789
C -0.6897 -0.7842 0.0751
C 0.8629 2.0776 0.4845
H 3.1085 -1.5327 0.1603
H 1.5698 -1.8105 1.3736
H 2.5968 -0.1776 1.5212
H 0.1068 -0.3845 -1.7591
H -0.4620 -0.8701 1.1451
H -0.3851 -1.9130 -0.2926
H -2.4764 0.8677 -1.1287
H 0.5644 3.2071 0.0007
H -0.0036 2.1259 1.3046
H 1.9266 1.7817 0.7652
O 1.5369 -0.9528 -0.6823
O 0.5131 1.2656 -0.6150
S -2.4488 -0.2758 0.2394

Forces on atoms 1 to 3 (eV/Å):
C 1.042 -1.202 -0.028
C 1.751 0.212 -3.788
C -0.710 -4.156 2.325

The calculation puts the total energy at -19234.4588 eV. The molar mass is 122.19 g/mol. The calculation puts the lowest unoccupied orbital energy at 0.05 eV. As for the HOMO energy: -9.170 eV.


Number 1: orbital gap 9.954 eV. Number 2: orbital gap 7.322 eV. Number 3: orbital gap 10.112 eV. Number 4: orbital gap 9.223 eV.